12
Properties=species:S:1:pos:R:3:nbo_charge:R:1 method="wB97M-V/def2-TZVPD" multiplicity=1 homo_lumo_gap_ev=7.02 total_energy_ev=-21180.710 charge=-1 e_lumo_ev=2.986 relative_energy_kcal_mol=35.7 homo_energy_ev=-4.0290 mol_weight_da=125.125
C -1.328 -0.951 0.459 0.745
H 0.435 1.934 -0.322 0.526
S 0.828 4.068 -0.284 0.716
O -2.504 -1.122 0.105 -0.769
O 0.306 4.561 -1.799 -0.882
H 0.480 -2.182 0.954 0.190
O -0.669 0.107 0.230 -0.846
C -0.686 -2.095 1.234 -0.722
H -0.549 4.936 -1.814 0.477
H -1.140 -3.086 0.981 0.202
H -0.796 -1.847 2.359 0.205
O 1.121 2.497 -0.496 -0.842

99
Properties=species:S:1:pos:R:3:mulliken_charge:R:1 method="wB97M-V/def2-TZVPD" smiles="NC(N)=O.NC(N)=O.NC(N)=O.CCO.CCO.CCO.CCO.CCO.CCO.CCO.CO.CO" multiplicity=1 homo_lumo_gap_ev=8.64 total_energy_ev=-54214.358 charge=0 e_lumo_ev=0.284 relative_energy_kcal_mol=125.6 homo_energy_ev=-8.3520 mol_weight_da=566.735
H 13.353 -2.512 -24.467 0.322
O 12.147 -0.603 -28.091 -0.693
H 7.142 4.110 -23.875 0.327
H 10.147 5.064 -30.724 0.513
H 10.959 3.314 -27.222 -0.590
C 14.210 5.727 -26.432 0.071
H 10.685 -2.568 -29.281 0.306
H 8.172 1.557 -23.903 0.489
C 16.438 2.257 -25.184 0.397
H 10.397 5.666 -26.860 -0.172
H 7.794 1.515 -28.283 0.187
H 14.572 3.791 -27.495 -0.157
H 7.272 2.229 -26.697 0.292
H 15.276 -1.233 -25.713 0.471
C 6.717 3.260 -28.548 -0.892
C 12.118 2.117 -26.179 2.056
H 12.001 1.074 -25.889 -1.251
C 10.672 4.722 -29.879 -0.892
C 11.320 6.973 -24.391 0.987
C 7.602 2.403 -27.737 -0.043
H 12.988 2.549 -24.349 -0.273
C 8.675 4.592 -24.854 -0.405
C 9.892 0.277 -23.622 -0.058
H 12.751 5.811 -23.268 0.200
H 13.163 5.551 -26.416 -0.422
O 12.351 7.922 -24.594 -0.608
O 14.139 0.218 -24.828 0.032
H 9.428 -0.391 -22.935 0.507
N 9.857 -0.083 -27.418 0.180
H 8.824 -0.205 -27.548 0.262
O 10.665 1.217 -22.900 -0.637
H 10.553 -0.493 -24.081 -0.190
C 10.799 -0.826 -28.000 0.584
H 12.359 -0.962 -22.250 0.373
H 8.887 5.176 -28.531 -0.144
H 11.570 0.859 -22.743 0.386
H 13.038 -2.595 -26.176 0.466
C 11.676 6.045 -23.218 -0.999
O 13.131 0.775 -30.361 -0.637
H 14.822 5.789 -24.601 0.220
H 17.365 0.691 -26.000 0.221
C 13.133 -1.932 -25.378 -0.958
H 14.409 6.734 -26.516 0.703
C 12.853 2.008 -29.814 -0.016
H 11.533 6.544 -22.282 0.473
H 8.159 0.273 -24.984 0.563
C 14.252 -0.879 -25.685 -0.139
H 13.188 0.203 -29.604 0.388
H 10.394 7.515 -24.179 0.452
H 9.234 3.740 -24.538 -0.022
H 14.201 -0.513 -26.691 0.162
H 12.187 -1.373 -25.392 -0.255
C 12.206 2.939 -24.960 0.467
H 12.527 2.606 -30.649 0.319
H 12.138 0.356 -20.010 0.249
N 15.709 2.596 -24.210 -0.027
H 11.777 4.888 -29.983 0.174
H 14.925 0.788 -24.926 -0.185
H 13.800 2.423 -29.475 0.262
H 8.894 4.786 -25.884 -0.043
H 14.136 5.230 -28.621 0.246
O 10.771 5.138 -27.575 -0.427
H 12.134 1.890 -29.020 -0.302
H 12.286 8.302 -25.482 0.325
H 7.179 3.256 -29.546 0.317
H 6.557 5.223 -28.381 0.292
H 15.372 3.551 -24.415 0.155
H 5.748 2.838 -28.719 0.477
H 15.638 5.178 -27.803 0.509
H 9.275 1.596 -25.203 -0.365
N 13.123 0.641 -20.413 -0.378
O 7.388 4.247 -24.762 -0.504
O 16.704 3.109 -26.176 -0.728
H 10.492 3.655 -29.698 0.071
H 16.847 0.380 -24.356 0.287
H 8.921 5.419 -24.276 0.686
O 14.843 1.286 -21.980 -0.821
N 10.253 -1.833 -28.635 -0.417
C 8.809 0.924 -24.500 -0.693
H 15.428 2.071 -23.377 0.425
C 9.964 5.465 -28.716 0.068
H 10.101 6.569 -28.685 0.420
H 13.564 1.259 -19.682 0.308
O 10.938 2.420 -26.890 1.484
H 9.224 -1.706 -28.711 0.131
H 11.103 5.119 -23.242 0.105
H 13.441 -0.096 -23.303 0.242
H 12.455 3.952 -25.085 -0.579
O 6.506 4.445 -27.817 -0.547
C 13.641 0.590 -21.598 0.316
N 16.886 1.048 -25.157 -0.442
H 13.026 2.198 -26.729 0.024
H 11.280 2.972 -24.412 -0.432
N 12.945 -0.118 -22.437 -0.298
H 10.185 0.827 -27.019 -0.878
H 11.201 6.373 -25.307 -0.857
C 14.587 4.921 -27.658 -0.766
O 14.878 5.202 -25.362 -0.561
H 8.555 2.944 -27.527 -0.246

41
Properties=species:S:1:pos:R:3:nbo_charge:R:1 method="wB97M-V/def2-TZVPD" multiplicity=1 homo_lumo_gap_ev=5.88 total_energy_ev=-19474.216 charge=+1 e_lumo_ev=-5.418 relative_energy_kcal_mol=30.6 homo_energy_ev=-11.3004 mol_weight_da=234.363
C 2.593 -0.469 2.280 -0.416
C 2.311 0.092 0.876 -0.204
O 1.914 0.514 -2.173 -0.437
H -1.760 0.929 0.234 0.189
C -0.355 -0.027 -2.420 -0.228
H 3.759 -0.445 -1.981 0.213
C -1.300 -1.075 -2.535 -0.094
C -2.127 1.603 -2.684 -0.215
H 3.290 0.179 2.816 0.227
H -1.968 -1.358 3.270 0.206
C 3.224 0.213 -2.677 -0.266
H 2.851 -0.483 0.109 0.157
H 1.107 0.296 3.653 0.210
C -1.086 0.303 2.214 -0.221
C 0.987 -0.402 -2.165 0.488
H -2.367 -0.661 0.744 0.203
C -2.109 0.349 1.092 -0.608
H -0.011 2.114 -2.527 0.245
N 0.893 -0.024 0.690 -0.640
H 3.161 -0.269 -3.659 0.209
C -3.066 0.560 -2.700 -0.091
H -0.151 -1.513 1.628 0.166
H -2.458 2.641 -2.776 0.247
H -0.759 1.331 2.440 0.198
H 0.452 0.587 0.018 0.379
C 1.229 -0.558 2.974 -0.408
C -1.710 -0.308 3.461 -0.607
H -3.028 0.826 1.453 0.225
H 3.725 1.178 -2.760 0.235
H 1.103 -1.480 3.547 0.228
H 3.033 -1.469 2.199 0.212
C 0.182 -0.479 1.840 -0.031
H -2.628 0.224 3.727 0.219
H -0.910 -2.094 -2.505 0.232
C -0.773 1.331 -2.546 -0.117
H -3.377 -1.587 -2.728 0.246
C -2.647 -0.777 -2.662 -0.211
H -1.035 -0.270 4.321 0.218
H 1.289 -1.456 -2.103 0.213
H 2.646 1.142 0.779 0.186
H -4.127 0.792 -2.765 0.244

101
Properties=species:S:1:pos:R:3:mulliken_spin:R:1 method="wB97M-V/def2-TZVPD" multiplicity=2 homo_lumo_gap_ev="7.55 / 2.39" total_energy_ev=-50278.177 charge=+1 e_lumo_ev="-3.105 / -8.265" homo_energy_ev="-10.6565 / -10.6565" mol_weight_da=538.765
H -4.915 -5.257 -7.494 0.000
H 0.508 -2.566 1.386 0.000
H 1.896 -1.638 -0.399 0.000
H -2.300 4.047 1.934 0.000
H 1.827 -3.937 -1.108 0.000
H -5.074 -4.427 -5.075 0.001
H -3.260 -5.725 -8.066 0.000
C 2.664 -4.617 0.692 0.000
H -0.942 1.416 0.806 0.000
H 2.925 -1.960 0.727 0.000
O 4.260 -2.314 -2.404 0.000
H 4.386 0.903 0.020 0.000
H 3.982 0.587 2.560 0.000
O -2.986 -0.499 2.495 0.000
C -4.056 -4.772 -4.894 0.024
C 4.688 1.950 0.019 0.000
C 1.832 -3.578 -0.079 0.000
H -0.686 5.258 -1.544 0.000
H -0.080 -2.456 -0.144 0.000
H -1.318 5.516 1.752 0.000
O 3.737 -0.335 2.486 0.000
H 4.835 -4.266 -2.043 0.000
H 3.577 -0.615 3.387 0.000
H -2.248 -3.540 0.383 -0.001
H -1.913 7.390 6.240 0.000
H 4.002 2.489 -0.635 0.000
H 5.369 -3.142 -1.017 0.000
H 0.142 0.184 -3.235 0.000
H -3.029 0.196 1.839 0.000
H -3.079 -2.869 -4.459 0.091
H -1.662 -4.256 1.972 0.000
C 5.195 -3.238 -2.088 0.000
C -1.631 -4.287 0.883 0.001
H 3.239 6.166 1.776 0.000
N -1.437 3.129 4.078 0.000
O 0.884 -0.334 -1.362 0.000
C -3.946 -5.675 -7.221 0.000
O -0.298 -4.371 0.521 0.000
O 4.423 2.584 1.305 0.000
N 2.590 -2.329 -0.152 0.000
H 3.585 -4.739 0.122 0.000
H -4.101 -5.738 -4.392 -0.002
H -1.435 -4.709 -3.987 -0.005
H -4.094 -6.592 -6.651 0.000
O -0.616 4.304 -1.570 0.000
H -1.976 5.198 5.326 0.000
H 5.707 2.114 -0.330 0.000
H -2.746 5.459 2.888 0.000
H 0.467 -1.605 -2.823 0.000
H -1.703 -3.416 -2.725 -0.005
H 6.182 -3.158 -2.544 0.000
H -3.994 -1.844 -0.876 0.002
H -2.460 -5.010 -2.566 0.001
H -0.279 -0.275 0.699 0.000
H -5.116 -2.738 -3.639 -0.009
C -0.982 5.262 4.883 0.000
H -2.156 -1.758 -1.092 0.004
N 1.609 2.550 0.836 0.000
C -0.118 0.745 1.051 0.000
C 2.669 5.666 2.559 0.000
H -1.729 2.591 3.275 0.000
C -1.028 4.448 3.599 0.000
H -0.012 4.336 3.220 0.000
O 3.555 4.955 3.349 0.000
H 4.353 4.888 2.820 0.000
H -2.112 -5.239 0.659 0.000
H 3.509 -2.343 -1.807 0.000
H -3.064 -0.577 -0.243 0.001
C 0.449 -3.173 0.483 0.000
C 0.740 -0.557 -2.705 0.000
H 1.980 6.255 3.163 0.000
H 0.113 1.539 -1.398 0.000
C -0.885 7.475 5.886 0.000
O -3.328 -0.513 -2.265 0.017
H -0.637 2.636 4.449 0.000
H 0.833 2.861 1.403 0.000
H -1.410 4.017 -2.021 0.000
H 2.132 5.038 1.848 0.000
H 3.482 2.492 1.473 0.000
C -3.387 -3.783 -3.952 0.042
O -3.439 -4.819 -6.216 -0.001
H -0.693 8.493 5.547 0.000
H 2.717 -4.413 1.761 0.000
H -0.160 0.698 2.139 0.000
H 2.038 0.488 0.749 0.000
C -1.905 4.921 2.451 0.000
C 1.227 1.135 0.412 0.000
H 2.161 -5.572 0.538 0.000
C -3.116 -1.241 -1.106 -0.008
H -3.455 -0.145 3.251 0.000
H 1.777 -0.499 -3.036 0.000
C 1.038 1.043 -1.102 0.000
N -4.375 -3.126 -3.074 0.772
O -0.776 6.664 4.677 0.000
H -3.879 0.237 -2.027 -0.001
H -0.188 4.962 5.567 0.000
H 1.923 1.533 -1.509 0.000
H -0.190 7.153 6.660 0.000
H -4.112 -2.242 -2.661 -0.008
C -2.127 -4.255 -3.278 0.083
H 1.442 3.111 0.013 0.000

Which of these has the highest multiplicity?
C20H66N4O11

The highest multiplicity belongs to which entry?
C20H66N4O11